(1)
An isolated molecule of C26H37N5O3 in a non-equilibrium geometry, computed with the ωB97M-V functional and the def2-TZVPD basis.

```
71
Properties=species:S:1:pos:R:3:forces:R:3:nbo_charge:R:1
C 0.878310 0.159577 -1.907525 -0.02 -0.03 -0.21 -0.65
C 2.227557 0.112290 -1.293604 0.69 0.30 -0.29 0.02
C 3.428983 0.572724 -1.794368 -1.21 -0.33 0.24 0.13
C 3.679288 1.177630 -3.107646 0.36 0.13 -0.17 0.64
O 2.781838 1.266400 -3.939070 -0.20 -0.04 0.09 -0.64
N 4.919917 1.629620 -3.394073 0.02 0.04 -0.16 -0.42
C 6.105119 1.650244 -2.561488 0.44 -0.07 0.53 -0.21
C 7.113574 2.469232 -3.367732 -0.06 -0.11 -0.06 -0.41
C 6.704126 2.189610 -4.811687 -0.08 0.08 0.12 -0.41
C 5.184066 2.169290 -4.718397 -0.19 0.05 -0.44 -0.21
O 4.435968 0.346044 -0.891601 0.24 -0.06 0.16 -0.40
C 3.886355 -0.257135 0.170223 -0.87 -0.24 0.13 0.36
C 2.535627 -0.422443 -0.015656 0.94 0.24 -0.26 -0.17
C 1.790829 -1.066630 1.028430 -0.08 -0.45 0.83 0.14
N 0.482426 -1.166128 1.196320 -0.01 0.10 -0.71 -0.31
N 0.309352 -1.824213 2.347739 0.61 -0.14 0.06 -0.16
C -1.009146 -2.095413 2.837526 -0.80 0.04 0.13 -0.30
C -1.887156 -0.844796 3.080026 0.60 -0.32 -0.02 0.68
O -2.765593 -0.870061 3.916948 -0.36 -0.17 0.26 -0.64
N -1.593806 0.190091 2.291118 0.15 0.40 -0.38 -0.63
C -2.418528 1.370466 2.208462 -0.23 0.26 0.09 -0.22
C -2.694230 1.748263 0.753186 -0.05 -0.31 0.07 -0.41
C -3.208723 0.554391 -0.066678 0.03 0.23 0.02 -0.21
N -4.191525 -0.212851 0.663491 0.17 -0.06 -0.10 -0.48
C -4.244074 -1.620164 0.332678 0.02 -0.23 0.19 -0.21
C -4.952822 -2.379078 1.452184 -0.09 -0.06 -0.28 -0.41
C -6.359018 -1.825216 1.643990 0.15 0.05 0.15 -0.40
C -6.261064 -0.328326 1.915450 -0.05 0.07 -0.12 -0.40
C -5.500986 0.403143 0.801252 -0.29 0.15 0.17 -0.03
C -6.328806 0.482232 -0.493203 0.31 0.02 0.23 -0.64
C 1.491877 -2.152347 2.918599 0.17 0.19 -0.19 -0.02
C 2.486723 -1.678372 2.096960 -0.29 -0.01 0.05 -0.12
C 3.977155 -1.789759 2.129326 0.04 -0.08 -0.03 -0.40
C 4.644280 -0.604211 1.407093 0.15 0.11 -0.10 -0.44
H 0.327869 -0.743374 -1.652791 -0.10 -0.04 0.01 0.22
H 0.962775 0.269918 -2.984062 -0.11 0.00 0.01 0.26
H 0.324704 1.012797 -1.515416 -0.11 0.05 0.02 0.22
H 6.471840 0.630032 -2.397136 0.03 0.14 0.06 0.19
H 5.894601 2.098447 -1.588020 0.10 -0.09 -0.10 0.21
H 6.994229 3.530709 -3.147433 0.02 0.04 0.02 0.20
H 8.140716 2.181957 -3.152437 0.02 0.04 0.07 0.22
H 7.075810 1.213302 -5.125006 0.01 -0.03 -0.04 0.20
H 7.066297 2.942590 -5.507900 0.01 -0.02 -0.06 0.22
H 4.763343 3.178695 -4.796915 0.01 -0.07 -0.08 0.19
H 4.700423 1.544775 -5.471893 0.04 0.13 0.03 0.23
H -0.939055 -2.651804 3.773445 0.01 0.13 -0.13 0.24
H -1.554092 -2.709067 2.109235 0.10 -0.01 0.11 0.23
H -0.865135 0.063148 1.591362 -0.17 -0.05 0.21 0.43
H -3.350227 1.139966 2.728566 0.09 0.10 -0.02 0.23
H -1.926529 2.208039 2.718471 -0.14 -0.06 0.00 0.19
H -3.417996 2.563793 0.741553 0.05 0.10 -0.01 0.21
H -1.777300 2.113430 0.285511 0.00 0.12 -0.07 0.20
H -2.365623 -0.108710 -0.275201 -0.04 0.00 -0.05 0.20
H -3.575113 0.924562 -1.039324 0.08 -0.08 0.01 0.17
H -3.217023 -1.985344 0.238392 -0.02 0.04 -0.06 0.19
H -4.750160 -1.816252 -0.629303 0.06 -0.04 0.00 0.16
H -4.984103 -3.444447 1.214501 0.02 -0.04 0.01 0.20
H -4.391419 -2.241078 2.377567 0.07 -0.04 0.04 0.22
H -6.960069 -2.013503 0.751922 -0.07 -0.06 -0.02 0.19
H -6.847571 -2.321758 2.484467 -0.07 -0.02 -0.04 0.21
H -7.255373 0.108103 2.025968 -0.02 0.05 0.04 0.20
H -5.715112 -0.186030 2.849724 0.00 0.06 0.06 0.22
H -5.330120 1.432684 1.137258 -0.02 -0.06 0.02 0.19
H -5.785831 1.027496 -1.262101 -0.01 0.04 -0.13 0.21
H -6.569419 -0.504228 -0.877874 -0.06 -0.09 -0.09 0.20
H -7.258629 1.009573 -0.295928 -0.12 0.05 -0.02 0.21
H 1.535574 -2.686297 3.846251 -0.04 -0.13 0.21 0.22
H 4.337781 -1.847531 3.157358 0.06 -0.03 -0.07 0.22
H 4.261988 -2.720137 1.625059 0.08 0.05 0.04 0.22
H 5.681997 -0.839234 1.165710 0.00 0.03 0.04 0.23
H 4.648064 0.270671 2.068150 0.05 -0.02 -0.02 0.22
```
Forces are in eV/Å.

## Properties
- SMILES string = Cc1c(C(=O)N2CCCC2)oc2c1-c1nn(CC(=O)NCCCN3CCCC[C@@H]3C)cc1CC2
- ΔE to the lowest compared entry with this formula, charge and spin (eV) = 0.000

---

(2)
An isolated molecule of C26H37N7O2 in a non-equilibrium geometry, computed with the ωB97M-V functional and the def2-TZVPD basis.

```
72
Properties=species:S:1:pos:R:3:forces:R:3:nbo_charge:R:1
C 0.862341 6.545632 1.292049 0.20 -0.20 0.01 -0.61
C 1.727108 5.351408 1.679942 -0.11 0.18 0.03 -0.21
N 0.928621 4.212553 2.097788 0.12 -0.05 0.01 -0.44
C 1.716560 3.226098 2.810560 -0.13 -0.10 0.27 -0.22
C 0.816130 2.112670 3.337526 0.29 0.08 -0.04 -0.22
N 0.142445 1.466550 2.227236 0.05 0.04 0.17 -0.46
C -0.654523 0.315571 2.622954 -0.07 -0.09 -0.26 -0.21
C -0.748788 -0.665301 1.442851 -0.04 0.34 0.19 -0.24
N -1.981234 -1.417360 1.408433 0.31 -0.19 0.23 -0.62
C -3.017117 -1.020729 0.633751 -0.19 -0.39 0.49 0.69
O -3.001792 0.032219 0.024774 -0.09 0.42 -0.18 -0.66
C -4.212972 -1.963151 0.644560 -0.13 0.17 -0.28 -0.51
C -4.933454 -1.977618 -0.705234 0.21 -0.13 -0.03 -0.40
C -4.193734 -2.830179 -1.739946 -0.44 -0.12 0.15 -0.22
N -2.867269 -2.295266 -1.978075 0.37 -0.46 0.29 -0.25
N -2.870990 -1.179215 -2.719037 -0.14 0.92 -0.72 -0.23
C -1.825686 -0.435917 -2.829076 -0.25 -0.10 -0.03 0.24
C -1.937645 0.802583 -3.653589 -0.04 -0.10 0.04 -0.64
C -0.621881 -0.809286 -2.156438 0.34 -0.66 0.58 -0.18
C 0.626724 -0.244864 -1.913426 -0.38 0.01 -0.25 0.20
C 1.222070 1.040548 -2.354510 0.02 0.09 -0.02 -0.65
N 1.286820 -1.141308 -1.142065 -0.66 0.10 -0.42 -0.17
C 2.556601 -0.984968 -0.546249 0.73 0.02 0.37 0.18
C 2.783537 0.068248 0.332009 -0.10 -0.18 -0.18 -0.24
C 4.026283 0.199036 0.922045 0.07 -0.06 -0.06 -0.21
C 5.047409 -0.707705 0.658941 -0.04 0.01 -0.03 0.00
C 6.382302 -0.562767 1.322133 -0.01 -0.03 0.07 -0.63
C 4.791996 -1.767887 -0.202638 -0.04 0.07 0.04 -0.21
C 3.555272 -1.913091 -0.802591 -0.20 0.08 -0.06 -0.20
N 0.576212 -2.233177 -0.870547 -0.29 -0.86 0.42 -0.23
C -0.595585 -2.049444 -1.461144 0.68 0.99 -0.37 0.05
C -1.794067 -2.852155 -1.311615 -0.12 -0.40 -0.03 0.62
O -1.913346 -3.871204 -0.649154 0.19 -0.07 0.12 -0.63
C -0.656615 2.459139 1.527343 0.10 0.11 -0.32 -0.23
C 0.245820 3.564403 0.994514 -0.31 -0.02 0.08 -0.22
H 1.486403 7.428637 1.179184 0.02 0.11 -0.07 0.21
H 0.341704 6.376221 0.353573 -0.07 0.05 -0.10 0.20
H 0.126874 6.730730 2.069835 -0.08 0.05 0.08 0.21
H 2.350565 5.637816 2.531447 0.03 -0.05 -0.07 0.19
H 2.401570 5.089536 0.843279 0.02 -0.02 0.10 0.16
H 2.490499 2.782111 2.157591 0.03 0.00 0.03 0.16
H 2.213203 3.714701 3.652762 0.03 -0.02 -0.05 0.20
H 0.097270 2.547170 4.053568 0.04 -0.04 0.01 0.17
H 1.427648 1.371332 3.858337 -0.04 0.02 0.03 0.20
H -0.175717 -0.171928 3.474779 -0.03 0.04 0.03 0.19
H -1.670725 0.613208 2.927334 0.05 -0.01 0.04 0.18
H -0.715855 -0.075857 0.523512 0.11 -0.13 0.03 0.22
H 0.093897 -1.357192 1.452875 -0.06 0.06 -0.04 0.22
H -1.981734 -2.343646 1.802641 -0.11 -0.01 -0.19 0.41
H -4.896110 -1.594847 1.414600 0.06 -0.01 0.03 0.24
H -3.893811 -2.970117 0.915208 -0.02 -0.01 0.09 0.22
H -5.942912 -2.372962 -0.585505 -0.03 0.02 -0.02 0.21
H -4.994978 -0.952163 -1.075940 -0.11 -0.03 0.01 0.24
H -4.070493 -3.855278 -1.384611 -0.06 0.13 -0.11 0.23
H -4.737298 -2.821329 -2.686664 0.11 -0.04 0.05 0.21
H -2.942798 0.871600 -4.057525 -0.04 0.04 -0.03 0.24
H -1.218754 0.785324 -4.471588 0.05 0.07 -0.08 0.21
H -1.739691 1.675592 -3.034870 0.03 0.15 0.02 0.22
H 2.293591 1.049945 -2.165475 0.00 0.08 -0.04 0.24
H 1.047777 1.191589 -3.418024 0.02 0.03 -0.03 0.23
H 0.765241 1.873642 -1.818926 0.06 0.08 0.01 0.23
H 1.983159 0.751784 0.577031 -0.12 0.08 0.04 0.25
H 4.205495 1.014186 1.608481 0.01 0.11 0.06 0.21
H 7.159465 -1.058715 0.745987 0.09 0.00 0.00 0.22
H 6.354300 -1.016608 2.313202 0.08 -0.01 0.07 0.22
H 6.644257 0.486084 1.442314 0.07 0.04 0.02 0.22
H 5.569953 -2.489061 -0.405858 0.08 -0.07 -0.03 0.21
H 3.351956 -2.740906 -1.463959 -0.04 -0.08 -0.08 0.23
H -1.401870 2.911101 2.204522 -0.01 -0.05 -0.04 0.17
H -1.192684 1.981598 0.705328 -0.05 -0.01 0.00 0.22
H 0.972744 3.135346 0.277798 -0.04 0.03 -0.01 0.15
H -0.365538 4.299948 0.470905 0.02 -0.03 -0.05 0.21
```
Forces are in eV/Å.

## Properties
- SMILES string = CCN1CCN(CCNC(=O)CCCn2nc(C)c3c(C)n(-c4ccc(C)cc4)nc3c2=O)CC1
- ΔE to the lowest compared entry with this formula, charge and spin (eV) = 0.000

---

(3)
A 7-piece molecular cluster, C26H38Br2NO20 overall in a non-equilibrium geometry, computed with the ωB97M-V functional and the def2-TZVPD basis.

```
87
Properties=species:S:1:pos:R:3:forces:R:3:mulliken_charge:R:1
C 4.858321 0.771258 2.201752 -0.35 -0.60 -1.19 -0.45
C 4.729442 -0.703688 1.520761 -0.51 1.14 0.05 -0.60
C 3.299044 -1.379095 1.923169 1.61 1.69 -1.76 -0.27
Br 3.692332 -2.834876 3.245123 -0.39 0.23 0.01 -0.20
N 2.701669 -1.854781 0.654577 -0.64 -0.43 2.61 -0.16
C 1.228514 -2.029923 0.738161 -1.49 -0.89 -0.69 0.05
C 0.738648 -2.567397 -0.720325 -1.60 -1.37 -3.17 0.03
O 1.499433 -2.256325 -1.697313 -1.50 -0.57 2.49 -0.69
O -0.419706 -3.277764 -0.903733 3.91 2.44 1.92 -0.76
C 0.401991 -0.688853 1.023924 0.30 -0.32 -1.77 -0.66
Br -0.117048 -0.681642 2.954209 0.16 0.04 -0.58 -0.19
C 1.093997 0.662224 0.504454 -0.70 0.80 0.42 0.40
C 0.598942 1.900688 1.404941 0.16 0.43 -0.45 -1.15
H 5.552704 1.443209 1.570013 -1.24 -1.66 1.42 0.18
H 5.207260 0.711449 3.283526 -0.56 0.24 -1.39 0.27
H 3.809879 1.246971 2.100954 1.57 -0.60 0.52 0.04
H 4.670179 -0.490372 0.388890 0.14 -0.68 1.73 0.22
H 5.618245 -1.371536 1.764116 -1.21 0.87 -0.35 0.49
H 2.714834 -0.548970 2.440580 0.40 -1.63 -0.60 0.24
H 3.112412 -2.797807 0.506068 -0.37 0.98 -0.42 0.37
H 0.892240 -2.812041 1.509394 0.55 1.08 -0.99 0.40
H -0.586238 -0.791248 0.439434 1.46 0.05 1.27 0.58
H 0.743537 0.825472 -0.577689 0.54 -0.40 1.53 0.17
H 2.229920 0.646938 0.482483 -1.50 -0.28 0.08 0.00
H 0.789254 2.913687 0.896544 -0.03 -1.66 0.70 0.15
H -0.536589 1.850196 1.562693 1.70 -0.04 0.02 0.31
H 1.166549 1.896786 2.404044 -1.11 -0.03 -1.39 0.33
C -3.079834 -1.280198 6.044376 -0.46 -0.56 -0.41 -0.33
C -3.313633 -0.161852 7.014881 -0.64 0.29 0.33 -0.34
O -2.003211 0.153760 7.461316 0.19 -0.17 -0.22 -0.35
C -1.138564 -0.260822 6.492273 1.24 0.16 -0.23 0.61
O 0.026935 0.001339 6.472701 -0.93 -0.18 0.10 -0.50
O -1.775708 -1.010128 5.551024 0.10 0.37 0.60 -0.27
H -3.807878 -1.286963 5.231968 0.24 -0.02 -0.06 0.32
H -3.078370 -2.261299 6.528377 0.01 0.06 0.00 0.24
H -3.747710 0.722120 6.538311 0.04 -0.05 -0.01 0.26
H -3.947514 -0.460754 7.851194 0.19 0.09 0.04 0.29
C -1.666328 -6.296915 -0.282794 0.08 0.97 0.51 -0.09
C -1.126046 -6.361991 -1.674910 0.42 0.99 -0.58 -0.20
O -0.792209 -7.738896 -1.829020 -0.53 -0.72 0.64 -0.33
C -1.555619 -8.436446 -0.948860 0.18 -0.71 -0.20 0.62
O -1.646688 -9.632841 -0.931127 -0.05 0.72 0.04 -0.58
O -2.206724 -7.604509 -0.088384 0.21 -0.68 -0.47 -0.41
H -2.438629 -5.534851 -0.171384 0.06 -0.14 0.07 0.31
H -0.885565 -6.121841 0.461489 -0.07 0.03 -0.10 0.25
H -1.874083 -6.094088 -2.427041 0.04 -0.03 0.04 0.20
H -0.247123 -5.730630 -1.809121 -0.14 -0.05 0.01 0.19
C -5.647010 -7.202201 -1.277343 0.40 -0.50 -0.53 -0.18
C -5.366608 -7.035600 0.184478 0.68 -0.42 0.58 -0.04
O -5.986534 -5.792751 0.491570 -0.52 0.16 -0.51 -0.33
C -6.955797 -5.587761 -0.440621 -0.58 0.73 0.14 0.64
O -7.778312 -4.719723 -0.380814 0.53 -0.63 -0.07 -0.54
O -6.870960 -6.498080 -1.449684 -0.13 0.36 0.42 -0.35
H -5.756675 -8.248653 -1.564881 -0.14 0.16 -0.05 0.31
H -4.880675 -6.739577 -1.906308 -0.03 0.00 0.06 0.18
H -5.828569 -7.820082 0.791346 -0.02 0.04 -0.06 0.26
H -4.298704 -7.002177 0.402354 -0.27 0.09 0.06 0.06
C -1.722106 3.812714 -1.999855 -0.72 -0.02 0.12 -0.31
C -0.967341 3.386173 -3.221456 -0.57 -0.31 -0.75 0.01
O 0.354762 3.838029 -2.953530 0.15 0.24 0.71 -0.32
C 0.477510 3.941710 -1.603280 0.72 0.01 0.34 0.72
O 1.513672 4.136692 -1.032878 -0.67 0.06 -0.42 -0.56
O -0.726727 3.796062 -0.983400 0.63 0.12 -0.28 -0.31
H -2.538140 3.131603 -1.754600 0.17 0.05 0.16 0.32
H -2.120590 4.828333 -2.087144 0.05 -0.02 0.00 0.24
H -0.951805 2.299571 -3.345893 0.04 0.06 0.06 0.30
H -1.356822 3.841897 -4.134116 0.29 -0.25 0.41 -0.02
C -1.296830 7.437400 -5.480078 -0.08 0.70 0.53 -0.29
C -0.726478 7.351192 -6.863822 0.24 0.58 -0.52 -0.33
O -0.409685 5.972230 -6.994017 -0.32 -0.27 0.43 -0.32
C -1.201969 5.294393 -6.120673 0.02 -0.97 -0.23 0.67
O -1.309922 4.102861 -6.090756 0.00 1.02 -0.36 -0.56
O -1.856853 6.145789 -5.284551 0.19 -0.36 -0.34 -0.30
H -2.061757 8.210010 -5.390992 -0.05 -0.22 0.07 0.28
H -0.528904 7.608479 -4.720259 -0.03 -0.05 -0.06 0.27
H -1.454393 7.621215 -7.634525 0.02 -0.04 0.06 0.26
H 0.164770 7.967983 -6.986771 0.00 -0.23 -0.05 0.30
C 6.250558 5.845173 0.147860 0.21 0.68 -0.20 -0.30
C 5.100858 5.006812 -0.325801 -0.71 0.23 -0.50 -0.26
O 5.467271 3.699129 0.090234 0.53 0.07 0.43 -0.28
C 6.332579 3.835216 1.129898 0.20 -0.84 0.50 0.65
O 6.702305 2.929987 1.820274 0.32 1.38 -0.55 -0.55
O 6.720498 5.131661 1.283820 -0.16 -0.39 -0.01 -0.34
H 5.944894 6.855660 0.423087 0.11 -0.13 0.15 0.28
H 7.056594 5.906112 -0.589537 -0.03 -0.03 0.04 0.25
H 4.156970 5.279333 0.154676 0.05 -0.06 -0.05 0.21
H 4.971663 5.048428 -1.408035 -0.03 -0.23 0.12 0.29
```
Forces are in eV/Å.

## Properties
- charge = -1

---

Results for total energy: -41156.5731 -42089.1465 -210103.7887 (in eV, following the order of the records).
Results for lowest unoccupied orbital energy: 0.60 0.69 1.46 (in eV, following the order of the records).